Entry 1:
The ion C3H9NS2 with charge +1 in a non-equilibrium geometry. Source: the Open Molecules 2025 dataset; level of theory: ωB97M-V/def2-TZVPD.

Summary:
Multiplicity   2
Kohn-Sham gap (alpha / beta)   8.09 / 4.64 eV
Calculated total energy   -970.4203 Ha
Charge   +1
Energy above the lowest of the compared OMol25 structures with the same formula, charge and spin   2.987 eV

Each line ends with the Löwdin charge.
Geometry (Å):
S: 0.119 1.270 2.208  0.53
S: 0.777 0.468 0.413  0.62
C: -0.767 -0.804 0.312  -0.33
C: -1.447 -0.527 -1.130  -0.26
N: -0.680 -1.171 -2.281  -0.10
C: 0.849 -0.844 -2.292  -0.15
H: 1.449 1.266 2.828  -0.04
H: -1.449 -0.642 1.083  0.02
H: -0.179 -1.802 0.425  0.12
H: -2.396 -1.184 -1.112  0.13
H: -1.826 0.530 -1.373  0.14
H: -1.035 -2.113 -2.306  0.09
H: 1.436 -1.449 -1.491  0.07
H: 1.103 -1.300 -3.215  0.05
H: 1.506 0.138 -2.156  0.10

Entry 2:
A structure of composition C46H47N3O4P2Sr in a non-equilibrium geometry. Source: the Open Molecules 2025 dataset; level of theory: ωB97M-V/def2-TZVPD.

Summary:
Kohn-Sham gap   6.18 eV
Calculated total energy   -2959.7185 Ha
Energy above the lowest of the compared OMol25 structures with the same formula, charge and spin   2.225 eV

Each line ends with the Löwdin charge.
Geometry (Å):
Sr: -0.926 -0.613 -0.060  1.51
C: -4.244 2.234 5.139  -0.08
N: -3.100 1.644 4.451  -0.28
C: -2.387 0.514 5.149  -0.16
C: -2.325 -0.805 4.291  -0.18
C: -0.926 -1.109 3.852  -0.26
N: -0.927 -2.063 2.695  0.00
C: -1.250 -3.315 2.833  -0.07
C: -0.983 -4.417 1.798  -0.13
C: -1.126 -5.714 2.252  -0.13
C: -1.206 -6.799 1.452  -0.16
C: -1.235 -6.617 0.063  -0.10
C: -1.093 -5.296 -0.482  -0.01
C: -0.985 -4.125 0.382  -0.39
O: -0.763 -2.949 -0.084  -0.30
C: -2.453 2.190 3.300  -0.20
C: -3.202 2.512 1.961  -0.16
C: -4.440 1.725 1.512  -0.25
N: -4.090 0.719 0.499  0.03
C: -4.819 0.775 -0.570  -0.12
C: -4.716 -0.118 -1.723  -0.14
C: -5.929 -0.394 -2.411  -0.07
C: -5.976 -1.188 -3.545  -0.12
C: -4.835 -1.935 -3.958  -0.10
C: -3.650 -1.692 -3.332  -0.04
C: -3.546 -0.780 -2.253  -0.37
O: -2.390 -0.616 -1.693  -0.38
H: -4.349 1.686 6.141  0.09
H: -5.121 2.131 4.480  0.06
H: -4.018 3.357 5.303  0.10
H: -3.023 0.311 6.060  0.11
H: -1.413 0.978 5.449  0.12
H: -3.040 -0.771 3.480  0.11
H: -2.571 -1.626 5.049  0.13
H: -0.280 -1.450 4.682  0.13
H: -0.554 -0.188 3.425  0.07
H: -1.572 -3.704 3.810  0.11
H: -0.999 -5.904 3.307  0.10
H: -1.450 -7.819 1.886  0.11
H: -1.391 -7.463 -0.648  0.10
H: -1.166 -5.202 -1.575  0.10
H: -1.733 1.399 3.096  0.08
H: -1.905 3.123 3.575  0.12
H: -2.491 2.358 1.111  0.10
H: -3.473 3.550 1.955  0.09
H: -5.323 2.342 1.214  0.11
H: -4.732 1.125 2.451  0.12
H: -5.686 1.481 -0.666  0.12
H: -6.788 0.092 -2.041  0.08
H: -6.915 -1.279 -4.085  0.08
H: -4.982 -2.618 -4.806  0.10
H: -2.814 -2.368 -3.471  0.11
O: 0.236 1.684 -1.237  -0.40
P: 1.605 2.177 -1.670  0.72
C: 2.938 1.533 -0.543  -0.24
P: 2.893 -0.303 -0.088  0.70
O: 1.568 -0.850 0.171  -0.42
C: 3.908 -0.576 1.350  -0.25
C: 3.185 -0.448 2.563  -0.06
C: 3.828 -0.612 3.794  -0.07
C: 5.007 -1.361 3.846  -0.08
C: 5.585 -1.720 2.624  -0.08
C: 5.069 -1.362 1.341  -0.04
C: 3.725 -1.271 -1.249  -0.33
C: 4.928 -0.821 -1.791  -0.13
C: 5.524 -1.544 -2.791  -0.06
C: 4.921 -2.765 -3.315  -0.07
C: 3.874 -3.303 -2.660  -0.07
C: 3.274 -2.569 -1.583  0.00
C: 1.988 1.775 -3.330  -0.30
C: 0.864 1.482 -4.122  -0.05
C: 1.011 1.334 -5.492  -0.06
C: 2.265 1.573 -6.021  -0.08
C: 3.188 2.261 -5.250  -0.10
C: 3.123 2.338 -3.889  -0.12
C: 1.561 3.991 -1.680  -0.22
C: 0.877 4.571 -0.616  -0.11
C: 0.625 5.934 -0.412  -0.09
C: 0.928 6.873 -1.389  -0.04
C: 1.673 6.351 -2.551  -0.06
C: 2.034 5.004 -2.658  -0.05
H: 2.850 2.175 0.324  0.06
H: 3.881 1.860 -0.936  0.04
H: 2.126 -0.315 2.441  0.09
H: 3.452 -0.199 4.703  0.10
H: 5.506 -1.611 4.814  0.12
H: 6.437 -2.420 2.626  0.11
H: 5.548 -1.732 0.452  0.09
H: 5.314 0.190 -1.519  0.12
H: 6.346 -1.138 -3.400  0.11
H: 5.457 -3.112 -4.169  0.09
H: 3.407 -4.258 -2.990  0.12
H: 2.407 -2.961 -1.014  0.13
H: -0.034 1.161 -3.616  0.11
H: 0.148 0.946 -6.126  0.14
H: 2.435 1.462 -7.120  0.12
H: 4.001 2.677 -5.810  0.10
H: 3.850 2.900 -3.268  0.12
H: 0.387 3.931 0.161  0.12
H: 0.180 6.206 0.521  0.10
H: 0.843 7.928 -1.206  0.09
H: 1.827 6.953 -3.445  0.10
H: 2.739 4.672 -3.472  0.10

Entry 3:
The molecule C9H11NO2 in a non-equilibrium geometry. Source: the Open Molecules 2025 dataset; level of theory: ωB97M-V/def2-TZVPD.

Summary:
Kohn-Sham gap   9.91 eV
Calculated total energy   -554.6849 Ha
SMILES   N[C@@H](Cc1ccccc1)C(=O)O
Energy above the lowest of the compared OMol25 structures with the same formula, charge and spin   3.440 eV

Each line ends with the Löwdin charge.
Geometry (Å):
N: 1.192 1.640 -0.644  0.11
C: 1.654 0.766 0.482  -0.22
C: 0.615 0.110 1.394  -0.08
C: -0.869 0.003 0.784  -0.23
C: -1.201 -1.234 0.390  -0.05
C: -2.298 -1.366 -0.532  -0.07
C: -3.322 -0.422 -0.716  -0.08
C: -3.044 0.809 -0.041  -0.10
C: -1.804 0.994 0.510  -0.10
C: 2.459 -0.393 -0.181  -0.48
O: 2.894 -1.432 0.380  0.03
O: 2.507 -0.126 -1.471  0.08
H: 0.364 1.803 -0.854  -0.01
H: 1.778 2.479 -0.775  0.14
H: 2.264 1.536 1.125  0.18
H: 1.049 -0.889 1.860  0.16
H: 0.431 0.766 2.214  0.09
H: -0.346 -1.938 0.553  0.13
H: -2.566 -2.285 -1.213  0.13
H: -4.244 -0.590 -1.207  0.09
H: -3.794 1.552 -0.311  0.10
H: -1.703 2.124 0.695  0.13
H: 2.070 0.825 -1.405  0.04

Entry 4:
A structure of composition C27H36CrGeN3O5PSSe in a non-equilibrium geometry. Source: the Open Molecules 2025 dataset; level of theory: ωB97M-V/def2-TZVPD.

Summary:
Multiplicity   2
Kohn-Sham gap (alpha / beta)   7.32 / 7.80 eV
Calculated total energy   -7853.2537 Ha
Charge   +1
Energy above the lowest of the compared OMol25 structures with the same formula, charge and spin   0.509 eV

Each line ends with the Löwdin charge.
Geometry (Å):
Cr: 0.255 0.475 0.249  0.63
S: -1.879 -3.312 1.286  1.16
C: -0.272 -3.800 0.817  -0.44
C: 0.263 -5.077 0.815  -0.08
C: 1.577 -5.235 0.422  -0.06
C: 2.340 -4.131 0.046  -0.05
C: 1.811 -2.858 0.042  -0.01
C: 0.482 -2.675 0.426  -0.30
N: -0.217 -1.492 0.489  -0.01
C: -1.444 -1.673 0.939  -0.53
C: -2.328 -0.553 1.019  -0.25
C: -3.642 -0.651 1.486  -0.03
C: -4.447 0.467 1.451  -0.06
C: -3.948 1.641 0.900  -0.06
C: -2.642 1.714 0.434  -0.10
C: -1.759 0.644 0.524  -0.15
H: -0.339 -5.918 1.115  0.11
H: 2.011 -6.221 0.406  0.11
H: 3.366 -4.274 -0.250  0.11
H: 2.411 -2.009 -0.245  0.09
H: -4.015 -1.597 1.855  0.10
H: -5.464 0.427 1.809  0.11
H: -4.586 2.508 0.833  0.11
H: -2.314 2.631 -0.028  0.08
C: -0.471 4.439 0.722  0.02
C: 0.801 3.794 0.321  -0.31
N: 1.069 2.502 0.198  0.07
C: 2.398 2.414 -0.146  -0.14
C: 2.932 3.678 -0.247  -0.05
N: 1.900 4.521 0.051  0.20
C: 4.264 4.256 -0.607  -0.48
O: 5.247 3.420 -0.811  0.15
O: 4.354 5.456 -0.683  0.12
C: 3.053 1.086 -0.297  -0.59
O: 4.266 1.023 -0.505  0.08
O: 2.276 0.098 -0.174  -0.15
H: -0.892 3.949 1.596  0.09
H: -1.197 4.390 -0.085  0.08
H: -0.289 5.487 0.956  0.09
H: 1.999 5.528 0.032  0.18
H: 4.989 2.448 -0.719  0.08
C: -3.124 -0.931 -5.239  -0.21
Ge: -2.663 -0.780 -3.321  0.83
C: -1.885 -2.469 -2.637  -0.19
C: -4.224 -0.231 -2.238  -0.19
C: -1.321 0.736 -3.289  -0.53
Se: 0.297 0.711 -2.206  1.04
C: 1.186 -0.816 -3.018  -0.30
H: -3.920 -1.654 -5.380  0.02
H: -2.266 -1.250 -5.822  0.02
H: -3.463 0.025 -5.625  0.02
H: -2.680 -3.188 -2.462  0.03
H: -1.372 -2.293 -1.698  -0.02
H: -1.191 -2.904 -3.349  0.02
H: -4.953 -1.036 -2.196  0.03
H: -4.708 0.638 -2.676  0.03
H: -3.925 0.013 -1.225  -0.02
H: -1.843 1.640 -2.969  0.01
H: -0.976 0.912 -4.312  0.02
H: 0.811 -1.748 -2.600  0.01
H: 2.248 -0.711 -2.801  0.04
H: 1.026 -0.775 -4.095  0.05
C: 1.516 1.167 4.814  -0.15
P: 1.604 0.061 3.370  0.64
C: 3.348 0.031 2.831  -0.13
C: 1.157 -1.627 3.903  -0.13
O: 0.644 0.567 2.330  -0.40
H: 2.242 0.880 5.567  0.06
H: 0.515 1.124 5.237  0.06
H: 1.715 2.186 4.488  0.06
H: 3.980 -0.295 3.652  0.07
H: 3.647 1.033 2.527  0.06
H: 3.480 -0.641 1.987  0.05
H: 1.743 -1.923 4.767  0.06
H: 1.340 -2.326 3.089  0.05
H: 0.099 -1.647 4.158  0.06